{"formula": "H18O9", "method": "the ωB97M-V functional and the def2-TZVPD basis", "smiles": "O.O.O.O.O.O.O.O.O", "homo_lumo_gap_ev": 10.1604, "relative_energy_kj_mol": 497.7, "lumo_ev": -0.11, "homo_energy_ev": -10.27, "species": ["O", "H", "H", "O", "H", "H", "O", "H", "H", "O", "H", "H", "O", "H", "H", "O", "H", "H", "O", "H", "H", "O", "H", "H", "O", "H", "H"], "positions_angstrom": [[15.9350, 46.4930, 28.5170], [16.8360, 46.5320, 28.1400], [15.7930, 45.4330, 28.4700], [18.7460, 46.9470, 28.2110], [18.7640, 47.5390, 27.5410], [19.4940, 46.5230, 28.4470], [13.9360, 48.4350, 30.4820], [13.0770, 48.2960, 30.6540], [14.4020, 47.9460, 29.9960], [18.2770, 48.6840, 30.3780], [17.5320, 48.6560, 30.9090], [18.2990, 48.0940, 29.5700], [18.1380, 43.9540, 29.8250], [18.8640, 44.5090, 30.1150], [18.1920, 44.0700, 28.9050], [16.8660, 45.9790, 31.6840], [16.1060, 45.9980, 32.0880], [16.8200, 45.4530, 30.8170], [14.0510, 46.6820, 26.1120], [14.7310, 46.8890, 26.7520], [13.3530, 47.4410, 26.1870], [18.5500, 47.9080, 26.1130], [17.8760, 47.7530, 25.4840], [18.9450, 48.9130, 26.0950], [15.2980, 43.5900, 28.9990], [14.8730, 43.6030, 29.8630], [16.3220, 43.3920, 29.0810]], "forces_ev_per_angstrom": [[0.015, -3.720, -0.790], [-0.174, 0.422, 0.480], [-0.210, 3.287, 0.383], [-4.387, -1.948, 4.361], [0.696, 2.387, -3.618], [3.944, -1.590, 0.752], [-0.717, 8.155, 5.941], [-4.239, -1.492, 0.270], [5.067, -6.751, -6.274], [3.206, 0.178, -2.608], [-2.408, -0.775, 1.001], [-0.782, 0.588, 1.763], [-0.047, -0.167, 1.395], [0.120, 0.124, 0.676], [0.086, 0.138, -2.206], [6.916, -1.190, -5.121], [-6.676, -0.012, 3.108], [-0.268, 1.259, 2.062], [-2.349, 2.001, -0.443], [0.255, 0.125, 0.688], [2.129, -2.159, -0.104], [2.960, 4.514, -0.009], [-1.097, 0.393, -1.198], [-1.997, -3.748, -0.615], [2.877, -0.284, -0.668], [0.563, -0.129, 0.148], [-3.484, 0.394, 0.626]], "lowdin_charge": [-0.1136, 0.0007, 0.0855, 0.0120, -0.0923, 0.0179, 0.0973, -0.0137, -0.1124, -0.0675, -0.0246, 0.0110, -0.0211, 0.0639, 0.0150, -0.0088, -0.0687, 0.0441, -0.1098, -0.0328, 0.0907, -0.0479, 0.0476, 0.1864, -0.0899, 0.0498, 0.0813]}